One molecule with the formula C3H4N4O at a distorted geometry, computed with the ωB97M-V functional and the def2-TZVPD basis.

## Properties
SMILES = O[C@H]1Cn2nnnc21
2S+1 = 1
HOMO-LUMO gap = 11.34 eV
energy above the lowest of the compared OMol25 structures with the same formula, charge and spin = 385.1 kJ/mol

Each line ends with the natural charge from an NBO analysis.
Element x y z (Å)
O  -1.1608  -1.4231  -1.5235  -0.67
C  -1.2106  -0.9144  -0.2407  0.08
C  -0.0714  -1.5156  0.7137  -0.19
N  0.5226  -0.1130  0.7806  -0.21
N  1.5415  0.8061  0.8902  -0.05
N  1.1897  1.8314  0.1919  -0.04
N  0.0207  1.6152  -0.5188  -0.31
C  -0.4086  0.4222  -0.0161  0.27
H  -1.4892  -0.6588  -1.9492  0.48
H  -2.2134  -0.8772  0.1714  0.19
H  0.5989  -2.1219  0.1326  0.23
H  -0.3873  -1.8880  1.6834  0.22

Force components x, y, z for each atom (eV/Å):
O 0.31 -0.56 0.74
C 1.79 0.75 2.18
C -0.29 0.97 -0.42
N -1.35 1.53 -0.75
N 0.13 -0.48 0.55
N -0.81 -1.47 -0.64
N -0.76 -1.57 1.88
C 1.39 0.96 -1.61
H -0.59 0.89 -2.09
H -0.13 -0.22 0.19
H 0.09 -0.65 0.07
H 0.23 -0.15 -0.09

---

One molecule with the formula C4H8O at a distorted geometry, computed with the ωB97M-V functional and the def2-TZVPD basis.

## Properties
SMILES = OCC1CC1
2S+1 = 1
HOMO-LUMO gap = 10.39 eV
energy above the lowest of the compared OMol25 structures with the same formula, charge and spin = 216.6 kJ/mol

Each line ends with the natural charge from an NBO analysis.
Element x y z (Å)
O  1.8236  -1.0199  0.4901  -0.72
C  1.4112  0.3396  0.4520  -0.08
C  0.1064  0.5154  -0.3671  -0.27
C  -1.4144  0.6719  0.0587  -0.41
C  -1.1602  -0.7274  -0.2331  -0.41
H  1.5141  -1.4197  -0.3345  0.47
H  2.1800  0.9587  -0.0653  0.17
H  1.4279  0.6764  1.4958  0.18
H  0.4386  0.4919  -1.4124  0.21
H  -1.5806  0.9219  1.1053  0.22
H  -2.0953  1.2005  -0.6125  0.22
H  -1.0657  -1.4528  0.5752  0.22
H  -1.5855  -1.1565  -1.1522  0.21

Force components x, y, z for each atom (eV/Å):
O 0.08 -0.06 -0.23
C -0.53 0.36 -0.02
C -1.91 -2.76 0.18
C 1.15 0.93 -0.11
C 1.71 0.25 -0.31
H 0.09 0.01 0.24
H -0.41 -0.32 0.18
H -0.50 -0.02 -0.21
H -1.01 0.67 0.13
H 0.18 0.12 -0.17
H 0.41 0.07 0.15
H 0.15 0.38 -0.11
H 0.58 0.38 0.30

---

One molecule with the formula C3H7ClNOPS at a distorted geometry, computed with the ωB97M-V functional and the def2-TZVPD basis.

## Properties
SMILES = CN1CCS[P@]1(=O)Cl
2S+1 = 1
HOMO-LUMO gap = 9.39 eV
energy above the lowest of the compared OMol25 structures with the same formula, charge and spin = 50.8 kJ/mol

Each line ends with the natural charge from an NBO analysis.
Element x y z (Å)
C  -0.5079  -1.7066  -0.2617  -0.43
N  -0.8546  -0.2812  -0.1155  -0.83
C  0.0386  0.7849  0.3616  -0.22
C  0.5610  1.7881  -0.7106  -0.49
S  -0.8093  2.2563  -1.9219  -0.14
P  -1.9828  0.3077  -1.0840  1.92
O  -2.5362  -0.5798  -2.0768  -1.07
Cl  -3.4270  1.0050  0.0339  -0.24
H  -1.4896  -2.1851  -0.5706  0.24
H  0.0273  -1.9361  -1.1843  0.20
H  -0.0280  -2.2333  0.6640  0.22
H  0.8438  0.4197  0.7989  0.21
H  -0.4728  1.3839  1.1129  0.20
H  1.0501  2.7113  -0.2708  0.23
H  1.2402  1.2463  -1.2654  0.20

Force components x, y, z for each atom (eV/Å):
C -0.96 -1.45 0.03
N 1.82 0.24 0.77
C -3.11 2.50 -1.37
C -1.79 1.03 0.46
S -0.58 -2.38 2.08
P 0.73 2.52 -1.99
O -0.37 -0.99 -1.14
Cl -0.87 0.85 0.94
H 1.00 0.19 1.09
H 0.84 0.35 0.26
H -1.03 1.38 -1.63
H 3.65 -2.16 2.09
H -0.33 -0.11 0.16
H -0.79 -1.19 -0.36
H 1.79 -0.78 -1.38

---

A 2-piece molecular cluster, C6H10F3NO3 overall at a distorted geometry, computed with the ωB97M-V functional and the def2-TZVPD basis.

## Properties
2S+1 = 1
HOMO-LUMO gap = 10.65 eV
energy above the lowest of the compared OMol25 structures with the same formula, charge and spin = 220.6 kJ/mol

Each line ends with the natural charge from an NBO analysis.
Element x y z (Å)
C  1.7661  1.0366  1.7713  -0.60
C  1.5583  1.3960  0.3034  -0.41
C  1.3244  0.1569  -0.5782  -0.43
C  -1.1757  0.0072  -0.1669  -0.15
C  -0.0715  0.0987  -1.2096  0.04
C  -1.4596  -2.0495  0.3725  1.03
N  -2.5000  0.4236  -0.6224  0.51
O  -2.5287  1.4549  -1.2482  -0.37
O  -3.4493  -0.2482  -0.3131  -0.35
O  -0.1739  -0.9182  -2.1698  -0.70
F  -2.0546  -2.0693  1.5435  -0.31
F  -0.2396  -2.5755  0.4680  -0.34
F  -2.1497  -2.6722  -0.5503  -0.30
H  0.9259  0.4723  2.1703  0.19
H  1.8867  1.9383  2.3667  0.21
H  2.6633  0.4324  1.8874  0.21
H  0.7187  2.0861  0.2079  0.20
H  2.4425  1.9258  -0.0487  0.21
H  2.0342  0.1473  -1.4063  0.23
H  1.4910  -0.7499  0.0060  0.20
H  -0.9442  0.4179  0.8091  0.23
H  -0.2608  1.0273  -1.7717  0.22
H  0.1965  -1.7386  -1.8206  0.47

Force components x, y, z for each atom (eV/Å):
C 0.02 0.23 -0.17
C 0.05 -0.28 0.10
C -0.23 0.22 -0.13
C 0.47 -4.52 1.03
C 0.08 0.51 0.11
C 0.72 4.31 -1.16
N 0.09 0.05 0.21
O -0.21 0.56 -0.41
O -0.54 -0.14 0.07
O -0.11 -0.36 -0.29
F -0.05 -0.26 -0.04
F -0.04 -0.22 0.05
F 0.00 -0.17 0.21
H -0.10 -0.08 0.09
H 0.01 0.03 0.15
H 0.05 -0.10 0.06
H -0.04 0.10 -0.05
H -0.04 0.10 -0.05
H -0.05 -0.09 -0.01
H 0.03 -0.10 0.00
H -0.23 0.26 -0.02
H 0.14 -0.16 0.23
H -0.04 0.10 0.03